Entry 1:
Entry from the OMol25 dataset: 2 unconnected molecules or ions with the total composition C5H11N2 in a non-equilibrium geometry (the ωB97M-V functional and the def2-TZVPD basis).

Multiplicity   2
E_tot   -305.8249 a.u.
Lowest unoccupied orbital energy (spin up / spin down)   -9.17 / -12.36 eV
Orbital gap (spin up / spin down)   9.207 / 6.015 eV
HOMO level (spin up / spin down)   -0.6754 / -0.6754 Ha
Energy above the lowest of the compared OMol25 structures with the same formula, charge and spin   32.9 kcal/mol
Charge   +2
⟨S²⟩   0.77

CARTESIAN COORDINATES (ANGSTROEM)
H1 -2.6526 -0.5498 -1.0590
H2 2.0821 -0.9966 2.2380
C1 0.2929 0.2123 2.5660
C2 -1.6926 -0.1796 -1.4005
H3 -0.0640 2.6314 -1.2878
C3 1.1316 -0.5478 1.8361
C4 -1.5634 1.1936 -1.4801
N1 -0.3755 1.8731 -1.9288
H4 0.3543 0.3969 3.6080
H5 0.3889 1.1736 -2.0488
H6 2.4940 -1.9546 0.2150
H7 -0.0613 -0.3437 0.2286
H8 1.1727 -2.0119 -1.1436
H9 -2.3158 1.9457 -1.1730
H10 -0.5808 0.6391 2.0843
N2 0.7919 -0.8599 0.5399
C5 1.5484 -1.6196 -0.1809
H11 -0.9507 -1.0023 -1.6134

Löwdin atomic charge list, values in e, 2 entries:
1 H 0.113
2 H 0.168

---

Entry 2:
Entry from the OMol25 dataset: 2 unconnected molecules or ions with the total composition C2H7BNO2 (the ωB97M-V functional and the def2-TZVPD basis).

Multiplicity   1
E_tot   -310.5181 a.u.
Lowest unoccupied orbital energy   3.81 eV
Orbital gap   8.752 eV
HOMO level   -0.1815 Ha
Charge   -1

CARTESIAN COORDINATES (ANGSTROEM)
C1 -0.3305 1.1954 -1.7215
H1 1.2628 -0.0978 0.6041
H2 0.6676 1.0695 -2.1357
H3 2.1972 -1.8345 0.8781
O1 -0.2092 1.9057 -0.5038
H4 -0.9460 1.7396 -2.4493
H5 -0.7662 0.2058 -1.5582
C2 -1.1413 -1.3509 1.1545
N1 -2.1499 -0.8047 1.3499
H6 -1.0853 1.9784 -0.1160
O2 -0.0674 -1.9422 0.8677
B1 1.2465 -1.1450 1.2153
H7 1.3217 -0.9191 2.4147

Löwdin atomic charge list, values in e, 2 entries:
1 C -0.182
2 H -0.007

---

Entry 3:
Entry from the OMol25 dataset: C5H8O in the gas phase (the ωB97M-V functional and the def2-TZVPD basis).

Multiplicity   1
E_tot   -270.4779 a.u.
Lowest unoccupied orbital energy   0.91 eV
Orbital gap   10.446 eV
SMILES   CCC#CCO
HOMO level   -0.3506 Ha
Energy above the lowest of the compared OMol25 structures with the same formula, charge and spin   50.2 kcal/mol
Charge   0

CARTESIAN COORDINATES (ANGSTROEM)
H1 3.2049 -0.8737 -0.6058
H2 2.3718 0.7839 1.5025
C1 1.1688 -0.2875 -0.3922
H3 -1.6987 -0.6676 -1.8322
O1 3.0637 0.4351 0.9264
C2 2.4854 -0.6079 0.1720
H4 -2.0383 1.1495 0.6342
C3 -2.2657 0.8644 -0.3978
C4 -0.0051 -0.2217 -0.6581
H5 -3.3335 0.6345 -0.4622
C5 -1.4540 -0.3644 -0.8084
H6 2.3226 -1.5069 0.7863
H7 -1.7278 -1.2058 -0.1603
H8 -2.0546 1.7207 -1.0438

Löwdin atomic charge list, values in e, 2 entries:
1 H 0.118
2 H 0.088

---

Entry 4:
Entry from the OMol25 dataset: a molecular structure, C42H54CaN9O (the ωB97M-V functional and the def2-TZVPD basis).

Multiplicity   1
E_tot   -2878.4405 a.u.
Lowest unoccupied orbital energy   -1.95 eV
Orbital gap   7.759 eV
HOMO level   -0.3569 Ha
Energy above the lowest of the compared OMol25 structures with the same formula, charge and spin   13.6 kcal/mol
Charge   +1

CARTESIAN COORDINATES (ANGSTROEM)
C1 2.9749 7.3863 -1.8498
H1 -1.1938 0.2001 3.9497
H2 -2.9438 1.0964 1.2135
H3 -5.8586 -1.7467 2.9770
H4 -4.0553 0.0836 -0.3860
H5 3.7842 5.2752 0.6687
C2 5.3710 -0.7679 -1.0932
H6 1.2104 3.4728 -3.0676
C3 -2.5006 -2.4033 -2.9149
C4 -0.7041 -2.9963 -1.3475
N1 2.9634 3.3116 -0.8389
H7 -4.8215 -0.3057 2.9278
H8 -0.9141 6.5366 1.3343
C5 -1.9306 -2.2885 -1.6127
H9 -4.9448 -0.0508 -2.6877
H10 2.5948 -2.0881 -0.0761
C6 2.5057 5.0942 -2.4712
H11 5.8417 -0.3095 0.9456
C7 -2.5914 -1.4282 -0.6649
O1 0.0745 -0.4004 -2.8655
H12 -4.0175 -1.7004 -4.2739
Ca1 -0.1780 -0.0856 -0.4143
C8 -1.1517 -0.4683 3.0895
H13 0.5234 -6.5364 1.8037
H14 1.6615 4.5710 -4.3716
H15 1.7813 -2.9368 3.3748
N2 -0.0432 -4.7957 0.7464
C9 -1.0554 4.4362 0.9299
C10 -2.8668 -1.8284 4.0971
C11 -0.5042 3.2446 0.4152
C12 3.6940 1.1580 1.7314
H16 -2.1280 -2.6065 4.3242
C13 -0.3310 5.7578 0.8463
H17 0.9923 4.4187 -0.3420
C14 -2.9157 -1.4319 1.6739
C15 2.5163 6.4520 -2.7688
C16 2.9702 4.6976 -1.2129
H18 -0.1708 6.0824 -0.1884
C17 -2.9728 3.1667 1.6215
C18 4.4600 -0.6035 -2.1236
H19 2.0504 -1.2482 1.3976
H20 0.9192 -0.7530 -3.1679
C19 1.7524 -3.7934 2.6952
H21 6.2836 -1.3263 -1.2544
C20 0.5412 -3.5692 0.5662
C21 0.7445 -6.0087 0.8723
H22 -1.9689 -4.0245 0.6890
H23 -0.3908 -1.2346 3.2880
N3 0.7664 3.4448 -0.2185
H24 4.4052 0.8037 2.4765
C22 3.4397 6.9782 -0.6098
C23 3.4339 5.6278 -0.2934
C24 -3.6182 -0.6133 -1.0892
H25 -1.8294 -5.6587 1.3518
H26 0.6465 5.7212 1.3359
C25 3.2962 0.1198 -1.8983
C26 -4.7271 -2.8422 0.7119
H27 2.6593 -4.3807 2.8499
H28 2.8320 3.4005 -3.7564
N4 1.7842 1.3288 -0.4166
H29 -0.6011 -0.8995 -3.3467
C27 3.9561 0.5270 0.3928
H30 -0.8605 0.1223 2.2290
C28 2.0244 4.0788 -3.4713
H31 0.5191 -6.6810 0.0391
H32 2.9701 8.4374 -2.1072
C29 5.1181 -0.1948 0.1464
C30 -1.4684 -4.9825 0.5733
H33 0.8903 -4.4030 2.9486
H34 -5.3526 -3.5514 1.2597
H35 -5.3307 -2.3917 -0.0815
N5 -2.1067 -1.3692 0.6584
H36 4.6588 -1.0206 -3.1025
H37 -3.9499 3.1242 2.0904
C31 1.8067 2.6401 -0.4847
C32 3.0230 0.6701 -0.6468
H38 3.4586 -2.3146 1.4483
H39 0.7294 -4.3681 -2.0867
H40 2.6009 0.3161 -2.7072
H41 -0.4092 -4.7253 -4.2567
C33 -5.2623 -1.0981 2.3297
H42 3.8021 7.7033 0.1062
H43 -5.9364 -0.6474 1.5937
C34 -0.8339 -4.0359 -3.5384
C35 -1.1309 1.9969 0.4711
H44 2.6798 0.9489 2.0765
H45 -2.9275 -1.1566 4.9536
H46 -2.4025 -3.3866 -4.8320
H47 3.6820 2.7321 -1.2460
C36 -0.2055 -3.8605 -2.2939
C37 -2.3843 2.0231 1.1070
C38 -2.3025 4.3759 1.5292
N6 1.6515 -3.3251 1.3206
N7 -2.4589 -1.0756 2.9177
H48 2.1589 6.7820 -3.7365
C39 -3.6088 -1.5991 -3.2763
H49 -2.7443 5.2810 1.9290
C40 2.4746 -2.1805 1.0015
C41 -4.1262 -0.6954 -2.3959
H50 -3.9137 -3.3914 0.2467
C42 -1.9379 -3.3002 -3.8579
H51 1.8045 -5.7722 0.8460
H52 -3.8302 -2.3023 3.9552
H53 -1.7235 -5.4083 -0.4020
N8 -4.2256 -1.8524 1.6435
H54 3.7809 2.2451 1.6677
N9 0.0973 -2.6493 -0.2399

Löwdin atomic charge list, values in e, 2 entries:
1 C -0.069
2 H 0.102

---

Entry 5:
Entry from the OMol25 dataset: C2H3NS in the gas phase in a non-equilibrium geometry (the ωB97M-V functional and the def2-TZVPD basis).

Multiplicity   1
E_tot   -530.7981 a.u.
Lowest unoccupied orbital energy   0.15 eV
Orbital gap   8.487 eV
SMILES   C#CSN
HOMO level   -0.3065 Ha
Energy above the lowest of the compared OMol25 structures with the same formula, charge and spin   85.7 kcal/mol
Charge   0

CARTESIAN COORDINATES (ANGSTROEM)
N1 0.2594 0.4269 -1.0060
S1 -1.2828 -0.3866 -0.5791
H1 0.2174 0.8683 -1.9209
C1 -0.6908 -0.0622 2.3683
H2 1.1176 -0.0787 -0.8764
C2 -1.1126 -0.4349 1.0984
H3 -0.5788 0.2930 3.3245

Löwdin atomic charge list, values in e, 2 entries:
1 N -0.311
2 S 0.774

---

Entry 6:
Entry from the OMol25 dataset: C7H11N in the gas phase in a non-equilibrium geometry (the ωB97M-V functional and the def2-TZVPD basis).

Multiplicity   1
E_tot   -327.9069 a.u.
Lowest unoccupied orbital energy   0.56 eV
Orbital gap   9.067 eV
SMILES   C=C[C@H](C)C1(N)C=C1
HOMO level   -0.3125 Ha
Energy above the lowest of the compared OMol25 structures with the same formula, charge and spin   113.6 kcal/mol
Charge   0

CARTESIAN COORDINATES (ANGSTROEM)
H1 -2.3679 0.7148 1.7449
H2 -1.0587 1.5948 1.9934
N1 -1.6404 1.2237 1.2501
C1 -1.0913 0.7580 -1.1989
H3 0.7850 -1.0743 -1.4881
H4 0.9634 0.6950 1.0684
H5 2.6367 0.3256 -2.2264
H6 2.2227 1.5811 -0.9587
H7 1.5818 -1.7516 1.1662
C2 0.5389 -1.4397 1.1347
C3 -1.8472 -0.2764 -0.7879
C4 0.4161 -0.0644 0.5011
H8 -2.1138 -1.2740 -1.0713
H9 -1.0881 1.7081 -1.6863
H10 -0.0108 -2.1848 0.5613
C5 0.9589 -0.1129 -1.0184
C6 -1.0231 0.3764 0.2693
C7 2.0101 0.6177 -1.3983
H11 0.1276 -1.4170 2.1450

Löwdin atomic charge list, values in e, 2 entries:
1 H 0.072
2 H 0.068

---

Entry 7:
Entry from the OMol25 dataset: 2 unconnected molecules or ions with the total composition C5H10NO2 in a non-equilibrium geometry (the ωB97M-V functional and the def2-TZVPD basis).

Multiplicity   1
E_tot   -401.4893 a.u.
Lowest unoccupied orbital energy   -3.50 eV
Orbital gap   10.565 eV
HOMO level   -0.5169 Ha
Energy above the lowest of the compared OMol25 structures with the same formula, charge and spin   22.4 kcal/mol
Charge   +1

CARTESIAN COORDINATES (ANGSTROEM)
H1 1.0859 0.6001 -2.0806
H2 -0.5438 1.3973 -2.5508
H3 2.1717 0.5235 -0.3275
C1 -0.4101 0.7243 -0.5586
H4 -0.4330 1.0343 2.5260
C2 -1.4229 -2.7595 -0.4066
H5 -1.5043 0.4033 1.4582
H6 -1.4037 0.6344 -0.3873
C3 -0.0125 0.6443 -1.9768
C4 1.7818 0.6024 0.6840
C5 0.3294 0.6862 0.5405
H7 -0.4765 -0.1926 -2.3600
N1 -0.4803 0.4001 1.7602
H8 2.2446 1.6191 1.1851
O1 -1.6196 -3.3799 -1.3335
H9 2.0631 -0.2460 1.3794
O2 -1.2097 -2.0523 0.4741
H10 -0.1602 -0.6390 1.9741

Löwdin atomic charge list, values in e, 2 entries:
1 H 0.099
2 H 0.103

---

Entry 8:
Entry from the OMol25 dataset: 3 unconnected molecules or ions with the total composition C16H42N4O4Si (the ωB97M-V functional and the def2-TZVPD basis).

Multiplicity   1
E_tot   -1444.1581 a.u.
Lowest unoccupied orbital energy   0.70 eV
Orbital gap   9.070 eV
SMILES   [H]/N=C/C[SiH2]CNC.COCCNCCOC.COCCNCCOC
HOMO level   -0.3075 Ha
Charge   0

CARTESIAN COORDINATES (ANGSTROEM)
H1 2.9858 -4.1001 2.2746
H2 1.0491 2.9030 -0.2268
H3 4.0614 -3.4051 -2.1637
C1 2.2264 4.2843 3.2686
H4 4.5141 -2.9374 -0.5157
C2 -0.0268 3.0999 -0.2265
H5 0.0225 -3.2455 -0.1430
H6 -1.3632 1.5939 2.8011
H7 -6.9488 -2.2018 -2.3948
H8 2.1502 2.2000 3.7127
H9 5.7665 -3.4276 -1.6677
H10 -5.2099 -0.3567 -2.6632
H11 -2.9203 -2.7269 0.1509
C3 -4.9190 -0.8965 -3.5767
H12 -0.5037 0.1422 1.0328
H13 -3.8607 -0.6812 -3.7492
H14 -1.7664 0.6384 -1.2870
C4 -3.3655 -2.1686 -0.6849
H15 -5.4947 -0.4740 -4.4086
N1 -1.9962 -0.3360 -1.4892
H16 -0.0922 3.5737 2.4542
C5 0.8720 -2.6538 0.2101
O1 -0.7519 1.9717 0.2259
C6 1.3915 -1.8044 -0.9238
H17 -5.6294 -3.3666 0.3911
H18 4.2616 -0.2062 -3.2890
H19 1.8306 4.6194 4.2323
C7 2.2502 -3.3377 2.0251
H20 3.3185 4.2863 3.3234
Si1 -5.2506 -2.3093 -0.5781
O2 1.8794 -3.5420 0.6806
C8 -2.8602 -0.7522 -0.6570
C9 3.8914 -0.9206 -2.5495
H21 -3.0072 -2.6213 -1.6159
C10 -5.9780 -2.7068 -2.2928
H22 1.7284 -2.4839 -1.7207
H23 3.1333 -1.4466 0.0478
C11 0.9719 6.2178 2.6720
H24 0.9811 1.0597 0.8945
O3 1.8240 5.1799 2.2399
C12 -0.0772 1.1400 1.1608
H25 -5.7779 -1.0272 -0.0408
N2 0.2876 2.8290 3.0263
H26 0.7782 6.8521 1.8091
H27 2.6933 -2.3479 2.1865
H28 3.2641 -1.6466 -3.0809
H29 -6.2012 -3.7792 -2.3426
C13 4.8219 -2.8943 -1.5649
H30 -0.3465 3.3121 -1.2471
H31 -0.2149 3.9879 0.3837
C14 3.0950 -0.1453 -1.5088
H32 2.3299 0.4385 -2.0336
H33 0.0192 5.8378 3.0580
H34 -4.2857 -2.8358 -3.4470
H35 2.1492 2.5912 1.9899
H36 0.1253 0.7700 3.2467
H37 1.4420 6.8226 3.4547
C15 -0.2880 1.5583 2.6074
H38 3.7737 0.5690 -1.0351
H39 0.5640 -1.2161 -1.3265
H40 1.3923 -3.4432 2.6987
C16 1.7387 2.8870 2.9665
N3 -5.1593 -2.3317 -3.4427
H41 -3.2876 -0.0928 0.1106
N4 2.4389 -0.9087 -0.4569
O4 5.0295 -1.5723 -2.0185
H42 0.5304 -2.0161 1.0323

Löwdin atomic charge list, values in e, 2 entries:
1 H 0.087
2 H 0.089